15
Properties=species:S:1:pos:R:3 method="wB97M-V/def2-TZVPD" total_energy_ev=-9404.389 total_charge=0 relative_energy_kj_mol=525.2 spin_multiplicity=1 orbital_gap_ev=9.286
C 0.0164 0.0386 2.5552
C 0.8583 0.1614 1.5496
C -0.7705 0.0429 -1.0662
C 0.1265 0.2199 -2.2330
C 0.4081 -0.6686 -0.4420
O 1.2137 -0.2746 -1.5422
O 0.4464 -1.9491 -0.1510
H 0.2905 0.2124 3.5772
H -0.9877 0.2123 2.6671
H 1.9446 0.1461 1.7305
H -1.0108 0.8634 -0.4275
H -1.6670 -0.6240 -1.0854
H -0.0545 -0.2955 -3.1600
H 0.2827 1.2891 -2.3970
H 0.6037 -2.6169 -0.8481